No. 1
Computed, not measured: a 8-piece molecular cluster, C3H21N2O8S overall in a non-equilibrium geometry, with ωB97M-V/def2-TZVPD.

Computed properties:
charge	-1
highest occupied orbital energy	-3.81	eV
largest force on an atom	2.82	eV/A
calculated total energy	-33650.50503	eV
frontier orbital gap	6.6	eV

Each line ends with the natural charge from an NBO analysis.
Positions of all 35 atoms, in Å:
C -0.901 -0.251 -0.427  -0.26
C -2.356 -0.516 -0.096  -0.52
S -3.008 1.189 0.401  -0.72
N -0.046 -1.516 -0.509  -0.71
C 0.624 -1.759 0.696  0.82
N -0.096 -2.087 1.800  -0.82
O 1.852 -1.681 0.738  -0.72
H -0.741 0.303 -1.340  0.23
H -0.473 0.373 0.359  0.19
H -2.934 -0.783 -0.962  0.20
H -2.505 -1.137 0.761  0.17
H 0.689 -1.449 -1.195  0.41
H -1.073 -1.851 1.782  0.39
H 0.297 -1.738 2.665  0.40
H 0.490 2.745 -1.005  0.50
H -0.932 2.466 -0.389  0.50
O -0.256 3.147 -0.513  -1.02
H -1.139 0.565 2.396  0.49
H -0.924 1.865 3.192  0.49
O -0.678 0.939 3.147  -0.98
H -1.340 -2.201 -2.112  0.49
H -2.678 -1.912 -2.861  0.47
O -1.815 -2.287 -2.962  -0.96
H 3.019 -0.486 0.330  0.51
H 3.408 1.025 0.670  0.51
O 3.344 0.354 -0.018  -1.01
H 1.107 2.753 1.005  0.50
H 0.825 1.415 1.704  0.49
O 1.543 1.984 1.392  -1.00
H 2.971 -1.469 -2.972  0.49
H 2.661 -0.959 -1.486  0.50
O 2.302 -1.160 -2.359  -0.98
H 2.205 1.125 -1.036  0.50
H 1.295 0.651 -2.165  0.48
O 1.567 1.459 -1.706  -1.00

***

No. 2
Computed, not measured: C21H32NO2P2Rh as an isolated structure in a non-equilibrium geometry, with ωB97M-V/def2-TZVPD.

Computed properties:
2S+1	5
highest occupied orbital energy (alpha / beta)	-4.01 / -8.16	eV
largest force on an atom	4.40	eV/A
calculated total energy	-49459.54733	eV
expectation value of S²	6.0562
frontier orbital gap (alpha / beta)	4.2 / 5.9	eV

Each line ends with the Löwdin spin population.
Positions of all 59 atoms, in Å:
C -3.989 1.538 0.211  0.02
C -2.856 0.725 0.146  0.20
N -1.615 1.251 0.249  0.27
C -1.485 2.486 0.746  0.11
C -2.587 3.286 0.994  0.08
C -3.857 2.834 0.703  0.25
C -3.055 -0.768 0.235  0.03
P -1.367 -1.610 0.148  0.07
Rh 0.309 0.010 0.111  0.48
P 1.260 2.090 0.130  0.08
C -0.112 3.003 1.037  0.02
O -3.615 -0.161 -5.110  0.00
O -0.480 2.319 -3.109  0.01
H -4.946 1.068 -0.047  0.00
H -2.366 4.248 1.459  0.00
H -4.715 3.456 0.926  0.02
C -1.846 -2.388 1.762  0.03
C -1.379 -2.895 -1.152  0.02
H -0.107 4.057 0.732  0.00
H 0.094 2.934 2.120  0.01
H -3.839 -1.227 -0.346  0.00
H -3.436 -0.971 1.279  0.01
C 2.730 2.269 1.172  0.00
C 1.668 3.202 -1.219  0.03
H 0.009 -1.211 -1.078  0.14
H -0.133 1.619 -3.718  0.00
H -3.234 -0.847 -4.465  0.00
H -4.386 0.194 -4.621  0.00
H 0.515 -0.192 1.759  0.12
H -1.409 1.979 -2.768  0.00
H -2.848 -2.836 1.642  0.00
H -1.122 -3.148 2.062  0.00
H -1.927 -1.558 2.484  0.00
H -2.077 -3.701 -0.916  0.00
H -1.630 -2.438 -2.117  0.00
H -0.363 -3.303 -1.233  0.00
H 1.797 4.220 -0.849  0.00
H 2.598 2.890 -1.691  0.00
H 0.865 3.208 -1.955  0.00
H 3.139 3.286 1.118  0.00
H 2.479 2.009 2.203  0.00
H 3.474 1.564 0.789  0.00
C 3.251 -4.927 0.919  0.14
C 1.942 -4.480 1.126  0.15
C 1.591 -3.183 0.796  0.22
C 2.472 -2.294 0.151  0.03
C 2.139 -1.006 -0.365  0.40
C 2.999 -0.322 -1.200  0.24
C 4.351 -0.730 -1.272  0.16
C 4.740 -1.918 -0.697  0.33
C 3.825 -2.762 -0.035  0.01
C 4.191 -4.072 0.365  0.23
H 3.558 -5.934 1.209  0.00
H 1.208 -5.161 1.555  0.01
H 0.578 -2.852 0.999  0.01
H 2.648 0.546 -1.760  0.01
H 5.048 -0.125 -1.848  0.00
H 5.777 -2.242 -0.769  0.01
H 5.236 -4.373 0.228  0.01

***

No. 3
Computed, not measured: the molecule C11H7Cl3N2 in a non-equilibrium geometry, with ωB97M-V/def2-TZVPD.

Computed properties:
highest occupied orbital energy	-8.98	eV
SMILES	ClC(Cl)(Cl)/C=C/c1cnc2ccccc2n1
largest force on an atom	3.18	eV/A
calculated total energy	-52067.19577	eV
frontier orbital gap	8.1	eV

Each line ends with the natural charge from an NBO analysis.
Positions of all 23 atoms, in Å:
Cl 2.620 0.752 -4.393  0.03
C 2.891 -0.776 -3.536  -0.10
Cl 4.445 -0.723 -2.640  0.02
Cl 2.989 -2.080 -4.802  0.01
C 1.824 -0.999 -2.533  -0.27
C 1.411 -0.002 -1.665  -0.14
C 0.362 -0.084 -0.647  0.11
C -0.479 -1.230 -0.552  0.03
N -1.345 -1.371 0.434  -0.37
C -1.471 -0.375 1.284  0.15
C -2.367 -0.486 2.365  -0.20
C -2.463 0.530 3.330  -0.21
C -1.735 1.727 3.153  -0.20
C -0.858 1.878 2.064  -0.19
C -0.709 0.807 1.136  0.10
N 0.223 0.975 0.158  -0.35
H 1.328 -1.961 -2.563  0.23
H 1.854 1.008 -1.747  0.24
H -0.315 -2.046 -1.268  0.20
H -2.981 -1.390 2.449  0.23
H -3.134 0.471 4.182  0.22
H -1.802 2.594 3.810  0.22
H -0.290 2.782 1.979  0.23

***

No. 4
Computed, not measured: C21H24BaBrN4O5S as an isolated structure in a non-equilibrium geometry, with ωB97M-V/def2-TZVPD.

Computed properties:
charge	-1
highest occupied orbital energy	-4.92	eV
largest force on an atom	3.61	eV/A
calculated total energy	-119942.30646	eV
frontier orbital gap	7.4	eV

Each line ends with the Mulliken charge.
Positions of all 57 atoms, in Å:
Ba 0.180 -1.254 0.465  1.82
C 1.288 4.842 2.297  -0.98
C -0.207 4.608 2.143  -0.36
N -0.642 3.279 2.513  -0.15
C -0.547 2.162 1.728  0.11
S -1.204 0.706 2.423  -0.59
N 0.043 2.444 0.554  -0.67
N 0.202 1.369 -0.313  0.57
C 0.663 1.674 -1.473  0.32
C 0.948 3.066 -1.934  -1.52
C 0.917 0.543 -2.464  0.32
C 1.512 0.794 -3.693  -0.56
C 1.746 -0.269 -4.557  -0.50
C 1.382 -1.549 -4.190  -0.86
C 0.784 -1.718 -2.950  -0.18
N 0.555 -0.700 -2.122  -0.01
H 1.537 5.893 2.124  0.36
H 1.849 4.240 1.579  0.12
H 1.617 4.576 3.304  0.31
H -0.508 4.798 1.113  0.22
H -0.765 5.307 2.771  0.44
H -1.045 3.110 3.417  0.19
H 0.650 3.777 -1.173  0.25
H 0.412 3.279 -2.865  0.36
H 2.015 3.208 -2.144  0.29
H 1.801 1.799 -3.965  0.36
H 2.218 -0.086 -5.515  0.39
H 1.553 -2.401 -4.833  0.42
H 0.483 -2.703 -2.599  0.48
C 4.661 0.132 2.357  -1.86
C 3.636 -0.014 1.254  2.36
C 3.990 0.868 0.062  -1.56
O 2.336 0.370 1.751  -0.40
C 3.496 -1.473 0.779  -0.39
O 4.403 -2.270 0.974  -0.74
O 2.369 -1.703 0.165  -0.64
H 4.771 1.194 2.606  0.42
H 5.628 -0.271 2.057  0.34
H 4.339 -0.401 3.252  0.36
H 3.970 1.920 0.373  0.38
H 3.284 0.732 -0.759  0.15
H 4.998 0.647 -0.299  0.47
H 2.208 1.318 1.639  0.12
Br -2.875 -8.485 -0.408  -0.23
C -3.408 -6.662 -0.412  0.05
C -4.751 -6.350 -0.541  -0.36
C -5.127 -5.011 -0.543  -0.51
C -4.171 -4.011 -0.427  -0.38
C -2.829 -4.344 -0.298  0.09
C -2.441 -5.678 -0.287  -0.30
C -1.788 -3.249 -0.186  1.03
O -0.576 -3.597 0.029  -1.02
O -2.192 -2.067 -0.309  -0.95
H -5.486 -7.138 -0.636  0.39
H -6.173 -4.748 -0.640  0.37
H -4.440 -2.962 -0.436  0.40
H -1.392 -5.916 -0.179  0.47